(1)
Below is C22H60BeF6N5O9P as an isolated structure at a distorted geometry, with properties calculated with ωB97M-V/def2-TZVPD.

Each line ends with the Mulliken charge.
CARTESIAN COORDINATES (ANGSTROEM)
1 Be 1.71 -2.43 -1.95  1.009
2 P 0.24 0.53 -0.25  1.573
3 F 0.54 1.33 1.16  -0.273
4 F 1.23 1.62 -0.97  -0.247
5 F 1.48 -0.52 0.00  -0.141
6 F 0.01 -0.19 -1.71  -0.438
7 F -0.80 -0.55 0.44  -0.509
8 F -1.09 1.48 -0.48  -0.431
9 O 4.56 -4.00 -1.24  -0.367
10 C 4.63 -2.96 -0.45  0.481
11 O 5.71 -2.54 -0.09  -0.615
12 O 3.64 -2.24 -0.17  -0.358
13 H 5.50 -4.20 -1.28  0.292
14 C 2.89 2.53 2.90  -1.343
15 C 3.92 1.63 2.29  0.563
16 C 4.03 0.39 3.20  -0.092
17 O 4.90 -0.52 2.51  -0.318
18 C 5.09 -1.77 3.28  -0.749
19 N 3.51 1.36 0.93  -0.549
20 H 3.06 2.67 3.96  0.478
21 H 1.88 2.13 2.83  0.049
22 H 2.98 3.54 2.48  0.363
23 H 4.79 2.27 2.27  0.429
24 H 3.08 -0.13 3.31  -0.495
25 H 4.35 0.70 4.20  0.477
26 H 4.12 -2.17 3.57  0.156
27 H 5.59 -1.53 4.22  0.400
28 H 5.74 -2.53 2.83  0.288
29 H 3.37 2.27 0.52  0.280
30 H 2.52 1.16 0.92  -0.179
31 C 1.51 1.19 -7.14  -1.574
32 C 0.96 0.63 -5.80  0.376
33 C 0.26 1.69 -4.94  -0.230
34 O 1.14 2.65 -4.42  -0.375
35 C 0.40 3.49 -3.44  -0.488
36 N 0.04 -0.40 -6.22  -0.706
37 H 0.70 1.62 -7.74  0.366
38 H 1.99 0.48 -7.81  0.446
39 H 2.26 1.92 -6.85  0.335
40 H 1.83 0.17 -5.33  0.258
41 H -0.09 1.11 -4.09  0.042
42 H -0.66 2.09 -5.37  0.379
43 H -0.28 4.13 -4.00  0.368
44 H 1.09 4.13 -2.88  0.267
45 H -0.12 2.94 -2.66  0.002
46 H 0.47 -0.97 -6.93  0.276
47 H -0.73 0.03 -6.72  0.270
48 C -1.49 -4.05 1.15  -1.596
49 C -0.22 -3.87 0.32  0.817
50 C 0.36 -5.14 -0.38  -1.095
51 O 1.47 -4.82 -1.22  -0.133
52 C 1.87 -5.98 -2.05  -0.872
53 N -0.56 -2.96 -0.75  -0.068
54 H -1.94 -3.11 1.46  0.291
55 H -1.20 -4.67 2.00  0.409
56 H -2.26 -4.64 0.65  0.494
57 H 0.59 -3.50 0.95  -0.031
58 H -0.43 -5.75 -0.81  0.485
59 H 0.73 -5.81 0.39  0.455
60 H 2.68 -5.69 -2.72  0.273
61 H 1.09 -6.41 -2.68  0.375
62 H 2.24 -6.82 -1.46  0.328
63 H -0.78 -2.07 -0.33  0.090
64 H -1.42 -3.39 -1.06  0.342
65 C 0.81 -2.10 3.64  -0.843
66 C -0.23 -1.27 4.45  0.008
67 C 0.25 0.21 4.53  0.350
68 O -0.75 1.03 5.22  -0.440
69 C -0.52 2.38 5.01  -0.696
70 N -1.45 -1.35 3.56  -0.558
71 H 0.49 -3.14 3.63  0.360
72 H 1.80 -2.06 4.11  0.425
73 H 1.04 -1.83 2.61  -0.201
74 H -0.42 -1.74 5.42  0.445
75 H 0.33 0.68 3.55  -0.547
76 H 1.22 0.31 5.02  0.433
77 H -0.74 2.77 4.01  0.225
78 H 0.49 2.72 5.25  0.273
79 H -1.10 2.82 5.82  0.365
80 H -2.22 -0.87 3.98  0.297
81 H -1.20 -0.79 2.76  -0.037
82 C -7.15 3.31 -1.60  -1.370
83 C -6.77 1.80 -1.64  0.350
84 C -5.31 1.60 -1.16  -0.693
85 O -4.86 0.28 -1.55  -0.429
86 C -3.44 0.06 -1.24  -0.505
87 N -7.72 0.99 -0.83  -0.681
88 H -6.71 3.95 -2.37  0.360
89 H -6.78 3.73 -0.67  0.309
90 H -8.23 3.43 -1.69  0.395
91 H -6.87 1.51 -2.69  0.274
92 H -5.22 1.74 -0.08  0.332
93 H -4.72 2.32 -1.72  0.333
94 H -3.01 -0.85 -1.67  0.195
95 H -3.27 0.14 -0.17  0.282
96 H -2.87 0.89 -1.66  0.233
97 H -7.63 1.35 0.11  0.278
98 H -8.65 1.32 -1.06  0.258
99 C -0.82 5.10 1.55  -0.667
100 O 0.40 4.33 1.67  -0.448
101 H -1.35 5.02 2.49  0.251
102 H -0.61 6.16 1.40  0.295
103 H -1.49 4.78 0.75  0.233
104 H 0.60 3.75 0.93  0.244

=====

(2)
Below is a 11-piece molecular cluster, C22H60Br2N23O11 overall at a distorted geometry, with properties calculated with ωB97M-V/def2-TZVPD.

Each line ends with the Mulliken charge.
CARTESIAN COORDINATES (ANGSTROEM)
1 C 1.12 0.14 4.23  -1.434
2 C 0.94 -0.13 2.78  0.564
3 N 1.19 -1.26 2.29  -0.533
4 C 0.41 0.97 1.85  -0.672
5 N -0.99 0.69 1.51  0.402
6 C -1.99 0.72 2.45  -0.844
7 C -3.13 0.36 1.84  -0.830
8 N -2.80 0.07 0.54  0.573
9 C -3.77 -0.47 -0.41  -0.920
10 Br -4.09 0.84 -1.78  0.029
11 C -3.23 -1.89 -0.82  0.187
12 C -3.78 -2.92 0.14  -1.630
13 Br -3.66 -2.43 -2.64  -0.087
14 C -1.50 0.33 0.33  -0.100
15 C -0.72 0.19 -0.92  -0.467
16 C -0.27 1.51 -1.59  1.424
17 C 0.90 1.16 -2.50  -0.925
18 O 0.20 2.48 -0.66  -0.612
19 H 0.15 0.03 4.71  0.334
20 H 1.76 -0.61 4.66  0.407
21 H 1.45 1.15 4.43  0.302
22 H 1.02 -1.28 1.29  0.194
23 H 1.03 0.95 0.97  0.102
24 H 0.45 1.93 2.35  0.550
25 H -1.81 0.99 3.47  0.594
26 H -4.13 0.28 2.23  0.931
27 H -4.68 -0.62 0.14  0.666
28 H -2.15 -1.88 -0.75  0.462
29 H -3.57 -2.61 1.16  0.429
30 H -3.28 -3.87 -0.01  0.445
31 H -4.85 -3.04 0.01  0.358
32 H 0.16 -0.39 -0.68  0.201
33 H -1.30 -0.34 -1.65  0.466
34 H -1.05 1.95 -2.19  -0.551
35 H 1.67 1.90 -2.41  0.268
36 H 1.33 0.21 -2.23  0.609
37 H 0.61 1.12 -3.54  -0.362
38 H -0.56 2.92 -0.26  0.371
39 C 4.25 0.68 -0.90  0.502
40 O 3.32 -0.12 -1.01  -0.627
41 N 5.55 0.35 -1.06  -0.362
42 N 4.03 2.00 -0.61  -0.164
43 H 6.28 1.03 -0.97  0.243
44 H 5.77 -0.60 -1.28  0.197
45 H 3.08 2.31 -0.51  0.164
46 H 4.79 2.66 -0.52  0.162
47 C -0.29 3.18 -4.69  0.380
48 O 0.09 3.87 -3.75  -0.662
49 N -1.41 2.39 -4.59  -0.098
50 N 0.34 3.13 -5.89  -0.271
51 H -1.75 1.81 -5.34  0.178
52 H -1.91 2.42 -3.72  0.211
53 H 1.15 3.70 -6.00  0.191
54 H 0.02 2.55 -6.65  0.273
55 C -7.03 1.34 2.74  0.586
56 O -5.89 0.90 2.53  -0.643
57 N -8.14 0.62 2.46  -0.369
58 N -7.22 2.58 3.26  -0.401
59 H -9.06 0.98 2.62  0.168
60 H -8.03 -0.28 2.03  0.225
61 H -6.41 3.13 3.46  0.207
62 H -8.13 2.97 3.43  0.163
63 C -7.72 -3.78 0.00  0.691
64 O -7.45 -2.77 0.63  -0.612
65 N -8.45 -4.81 0.52  -0.407
66 N -7.28 -3.95 -1.28  -0.334
67 H -8.67 -5.64 0.01  0.158
68 H -8.78 -4.71 1.46  0.227
69 H -6.74 -3.20 -1.68  0.186
70 H -7.45 -4.78 -1.83  0.162
71 C 8.02 3.63 -0.22  0.618
72 O 7.14 2.79 -0.34  -0.615
73 N 9.34 3.32 -0.37  -0.436
74 N 7.75 4.93 0.06  -0.372
75 H 10.08 3.98 -0.28  0.164
76 H 9.57 2.36 -0.58  0.207
77 H 6.79 5.19 0.18  0.190
78 H 8.46 5.63 0.16  0.178
79 C 3.93 3.22 3.65  0.620
80 O 4.48 2.97 4.70  -0.689
81 N 3.35 4.43 3.38  -0.369
82 N 3.84 2.29 2.64  -0.120
83 H 2.90 4.66 2.52  0.148
84 H 3.40 5.13 4.10  0.222
85 H 4.26 1.40 2.80  0.181
86 H 3.40 2.47 1.76  -0.049
87 C -1.18 0.08 -7.63  0.667
88 O -1.36 1.28 -7.44  -0.769
89 N -0.43 -0.70 -6.80  -0.312
90 N -1.74 -0.57 -8.69  -0.429
91 H -0.28 -1.68 -6.97  0.160
92 H 0.01 -0.25 -6.02  0.158
93 H -2.29 -0.03 -9.32  0.231
94 H -1.60 -1.55 -8.86  0.169
95 C 6.03 1.51 8.35  0.541
96 O 6.32 1.03 9.43  -0.646
97 N 6.72 2.54 7.78  -0.323
98 N 4.98 1.05 7.59  -0.312
99 H 6.49 2.94 6.89  0.186
100 H 7.50 2.91 8.29  0.197
101 H 4.45 0.29 7.97  0.159
102 H 4.74 1.44 6.70  0.217
103 C 1.44 -5.16 4.14  0.545
104 O 1.18 -5.91 5.07  -0.628
105 N 1.66 -5.61 2.87  -0.357
106 N 1.53 -3.80 4.29  -0.255
107 H 1.88 -5.01 2.10  0.168
108 H 1.61 -6.60 2.72  0.207
109 H 1.38 -3.43 5.21  0.157
110 H 1.73 -3.16 3.54  0.172
111 C -1.51 -4.73 -6.06  0.645
112 O -0.49 -4.33 -6.62  -0.654
113 N -2.40 -3.86 -5.50  -0.236
114 N -1.80 -6.05 -5.95  -0.406
115 H -3.25 -4.15 -5.05  0.140
116 H -2.19 -2.88 -5.57  0.124
117 H -1.15 -6.70 -6.36  0.225
118 H -2.62 -6.40 -5.50  0.158

Calculated values
Total charge   +1

=====

(3)
Below is a 10-piece molecular cluster, C22H60Br3F6N5O11S2 overall at a distorted geometry, with properties calculated with ωB97M-V/def2-TZVPD.

Each line ends with the Mulliken charge.
CARTESIAN COORDINATES (ANGSTROEM)
1 C 17.00 -16.77 15.90  -0.414
2 C 15.92 -15.71 16.10  0.446
3 C 15.42 -15.21 14.76  0.075
4 O 14.20 -14.52 14.94  -0.182
5 C 13.63 -14.14 13.71  -0.071
6 N 14.78 -16.28 16.84  0.542
7 H 14.35 -15.43 17.30  -0.154
8 H 14.08 -16.72 16.22  0.121
9 H 15.08 -16.93 17.58  -0.023
10 H 17.15 -17.33 16.82  -0.052
11 H 17.97 -16.28 15.76  0.176
12 H 16.84 -17.48 15.08  -0.122
13 H 16.29 -14.89 16.71  0.019
14 H 15.24 -16.06 14.09  0.450
15 H 16.13 -14.51 14.27  -0.511
16 H 14.31 -13.38 13.25  -0.305
17 H 12.68 -13.65 13.93  0.214
18 H 13.47 -14.94 12.98  0.303
19 C 14.33 -22.04 16.08  -1.160
20 C 15.31 -21.68 17.18  0.210
21 C 16.64 -21.25 16.65  -0.106
22 O 17.44 -20.93 17.79  -0.449
23 C 18.64 -20.30 17.48  -0.332
24 N 14.77 -20.58 18.07  0.051
25 H 15.54 -20.47 18.74  0.380
26 H 14.52 -19.66 17.67  -0.126
27 H 13.99 -20.92 18.62  0.364
28 H 14.32 -21.24 15.33  0.090
29 H 13.30 -22.07 16.45  0.385
30 H 14.60 -22.94 15.53  0.372
31 H 15.38 -22.53 17.86  0.225
32 H 16.54 -20.39 15.99  -0.168
33 H 17.13 -22.05 16.10  0.630
34 H 19.26 -20.94 16.83  0.381
35 H 19.19 -20.09 18.39  0.127
36 H 18.51 -19.38 16.89  0.001
37 C 12.29 -8.23 11.98  -1.225
38 C 13.14 -8.64 13.18  0.263
39 C 12.85 -7.91 14.46  -0.861
40 O 11.60 -8.26 14.94  -0.128
41 C 11.22 -7.57 16.11  -0.872
42 N 12.92 -10.13 13.41  0.006
43 H 13.33 -10.45 14.29  0.362
44 H 11.88 -10.32 13.42  -0.119
45 H 13.31 -10.70 12.66  0.396
46 H 12.77 -8.49 11.04  0.362
47 H 12.07 -7.16 12.02  0.334
48 H 11.32 -8.73 12.00  0.325
49 H 14.19 -8.64 12.90  0.327
50 H 12.83 -6.83 14.23  0.441
51 H 13.67 -8.08 15.18  0.399
52 H 11.57 -8.11 16.99  0.331
53 H 10.13 -7.63 16.16  0.245
54 H 11.50 -6.52 16.14  0.350
55 C 17.81 -11.34 11.04  -1.612
56 C 17.66 -12.62 11.83  0.728
57 C 17.60 -13.92 11.07  -0.654
58 O 17.82 -14.94 12.00  -0.295
59 C 17.47 -16.23 11.52  -0.882
60 N 18.70 -12.79 12.91  -0.217
61 H 18.53 -12.25 13.76  0.394
62 H 18.80 -13.79 13.15  0.332
63 H 19.61 -12.43 12.59  0.374
64 H 18.69 -11.37 10.39  0.416
65 H 18.00 -10.50 11.71  0.431
66 H 16.92 -11.18 10.44  0.396
67 H 16.73 -12.58 12.41  -0.179
68 H 18.27 -13.95 10.19  0.417
69 H 16.59 -14.01 10.63  0.408
70 H 16.43 -16.29 11.17  0.384
71 H 17.57 -16.95 12.32  0.131
72 H 18.09 -16.52 10.67  0.418
73 C 20.79 -17.65 19.66  -1.383
74 C 20.70 -16.14 19.70  0.091
75 C 19.63 -15.55 18.82  -0.472
76 O 19.75 -14.15 18.87  -0.418
77 C 18.75 -13.51 18.09  -0.639
78 N 20.38 -15.71 21.12  -0.267
79 H 19.37 -15.68 21.33  0.374
80 H 20.79 -16.31 21.83  0.356
81 H 20.77 -14.78 21.27  0.360
82 H 19.81 -18.04 19.94  0.397
83 H 21.66 -18.02 20.19  0.446
84 H 21.03 -17.96 18.64  0.374
85 H 21.62 -15.61 19.43  0.275
86 H 18.69 -15.85 19.29  0.277
87 H 19.74 -15.97 17.82  0.312
88 H 17.76 -13.65 18.53  0.394
89 H 18.73 -13.88 17.06  0.080
90 H 19.00 -12.45 18.05  0.365
91 C 16.64 -19.75 13.18  0.581
92 F 16.42 -19.02 12.08  -0.263
93 F 17.74 -19.25 13.81  -0.257
94 F 15.60 -19.54 14.01  -0.170
95 S 16.83 -21.55 12.78  1.099
96 O 17.02 -22.16 14.08  -0.597
97 O 15.59 -21.83 12.12  -0.662
98 O 18.02 -21.50 11.95  -0.695
99 C 8.59 -11.56 15.15  0.584
100 F 8.21 -10.28 15.30  -0.247
101 F 8.76 -12.06 16.37  -0.220
102 F 7.61 -12.21 14.53  -0.227
103 S 10.16 -11.69 14.17  1.346
104 O 11.23 -11.76 15.14  -0.632
105 O 9.99 -12.88 13.38  -0.700
106 O 10.20 -10.46 13.36  -0.828
107 Br 12.51 -18.84 16.08  -0.754
108 Br 16.38 -17.92 19.68  -0.755
109 Br 13.41 -14.03 18.80  -0.844

Calculated values
Relative energy (zero: lowest compared OMol25 entry of this formula, charge and spin)   32.4 kcal per mole

=====

(4)
Below is a 8-piece molecular cluster, C22H60O8 overall at a distorted geometry, with properties calculated with ωB97M-V/def2-TZVPD.

Each line ends with the Mulliken charge.
CARTESIAN COORDINATES (ANGSTROEM)
1 C 0.93 -5.41 0.83  -1.262
2 C 0.02 -4.91 -0.33  0.606
3 C -0.95 -5.93 -0.78  -1.516
4 O -0.68 -3.70 0.08  -0.328
5 H 1.50 -6.26 0.36  0.395
6 H 0.46 -5.88 1.76  0.278
7 H 1.62 -4.65 1.24  0.291
8 H 0.64 -4.62 -1.18  0.200
9 H -0.38 -6.89 -0.92  0.359
10 H -1.43 -5.80 -1.72  0.357
11 H -1.65 -6.15 0.04  0.431
12 H -1.46 -4.03 0.49  0.198
13 C 3.08 3.39 2.14  -1.307
14 C 1.59 3.35 1.60  1.327
15 C 0.78 4.61 1.73  -1.718
16 O 1.64 2.84 0.27  -0.015
17 H 3.45 2.44 2.43  0.251
18 H 3.16 3.99 2.99  0.490
19 H 3.61 3.71 1.22  0.272
20 H 1.04 2.63 2.27  -0.284
21 H 0.83 4.99 2.72  0.496
22 H -0.31 4.54 1.50  0.303
23 H 1.26 5.41 1.12  0.346
24 H 1.96 1.96 0.44  -0.125
25 C -3.09 1.07 1.75  -1.317
26 C -3.01 -0.09 2.81  1.266
27 C -4.32 -0.06 3.52  -1.533
28 O -2.66 -1.35 2.35  -0.594
29 H -3.42 1.99 2.19  0.571
30 H -3.61 0.82 0.87  0.382
31 H -2.03 1.22 1.43  -0.073
32 H -2.31 0.30 3.54  -0.094
33 H -4.51 -0.78 4.33  0.361
34 H -5.16 -0.08 2.83  0.380
35 H -4.38 0.96 3.95  0.381
36 H -2.02 -1.29 1.67  0.093
37 C 2.67 -1.86 -0.43  -1.221
38 C 3.19 -0.61 0.26  0.935
39 C 3.75 0.48 -0.62  -1.419
40 O 2.17 0.12 0.98  -0.150
41 H 1.98 -1.58 -1.25  0.164
42 H 2.13 -2.56 0.26  0.075
43 H 3.51 -2.29 -1.01  0.478
44 H 3.92 -1.03 1.01  0.122
45 H 3.00 0.78 -1.43  0.158
46 H 4.67 0.22 -1.16  0.481
47 H 4.10 1.33 0.01  0.275
48 H 1.36 -0.38 1.14  -0.076
49 C -0.04 -2.60 3.79  -0.829
50 C 1.00 -1.62 4.33  0.742
51 C 0.54 -0.18 4.78  -0.777
52 O 1.65 -2.33 5.46  -0.647
53 H -0.89 -2.79 4.44  0.444
54 H 0.43 -3.53 3.55  0.409
55 H -0.43 -2.20 2.87  -0.139
56 H 1.87 -1.61 3.66  -0.075
57 H 0.22 0.33 3.84  -0.083
58 H 1.47 0.33 5.15  0.300
59 H -0.24 -0.34 5.53  0.349
60 H 1.03 -2.83 6.04  0.321
61 C -2.60 1.43 -5.49  -1.248
62 C -1.88 0.11 -5.19  0.781
63 C -1.55 -0.66 -6.45  -1.472
64 O -0.64 0.51 -4.63  -0.496
65 H -3.47 1.25 -6.15  0.449
66 H -1.82 2.11 -5.89  0.241
67 H -2.89 1.87 -4.50  0.252
68 H -2.53 -0.51 -4.58  0.229
69 H -0.75 -0.10 -6.98  0.331
70 H -2.31 -0.70 -7.23  0.393
71 H -1.08 -1.60 -6.12  0.329
72 H -0.73 0.97 -3.81  0.211
73 C -0.48 4.55 -1.99  -0.900
74 C 0.00 3.38 -2.86  0.624
75 C 1.42 3.46 -3.36  -1.325
76 O -0.17 2.22 -2.04  -0.091
77 H -0.26 5.47 -2.52  0.425
78 H 0.02 4.48 -1.06  -0.117
79 H -1.58 4.47 -1.94  0.327
80 H -0.72 3.19 -3.66  0.078
81 H 1.49 4.40 -4.02  0.390
82 H 1.58 2.59 -4.02  0.292
83 H 2.16 3.60 -2.64  0.320
84 H 0.63 2.22 -1.52  -0.032
85 C -0.99 -0.42 -0.91  -0.707
86 O -0.54 -0.95 0.36  0.134
87 H -1.90 0.11 -0.70  0.134
88 H -0.17 0.08 -1.40  0.159
89 H -1.22 -1.16 -1.67  0.398
90 H -0.34 -1.93 0.27  0.184

Calculated values
Relative energy (zero: lowest compared OMol25 entry of this formula, charge and spin)   47.9 kcal per mole
SMILES   CC(C)O.CC(C)O.CC(C)O.CC(C)O.CC(C)O.CC(C)O.CC(C)O.CO

=====

Number 1: gap between HOMO and LUMO 4.0 eV. Number 2: gap between HOMO and LUMO 8.3 eV. Number 3: gap between HOMO and LUMO 4.1 eV. Number 4: gap between HOMO and LUMO 10.3 eV.